Here is 2 unconnected molecules or ions with the total composition C5H14 at a distorted geometry from OMol25. Energies are from wB97M-V/def2-TZVPD.

The geometry in XYZ format:
```
19
Properties=species:S:1:pos:R:3:forces:R:3:nbo_charge:R:1
C -1.945 0.650 1.291 4.055 -0.188 3.452 -0.61
C -1.307 -0.724 1.295 1.119 -1.824 -1.464 -0.40
C -1.428 -1.281 -0.169 1.808 -4.078 3.242 -0.61
H -2.723 0.799 0.696 -3.414 0.076 -2.718 0.20
H -1.262 1.478 1.143 0.538 -0.050 -0.530 0.21
H -2.231 0.823 2.288 -0.904 0.498 1.446 0.21
H -0.206 -0.863 1.661 -1.851 1.055 -0.730 0.21
H -1.807 -1.484 1.918 -0.317 0.790 0.055 0.20
H -1.916 -2.298 -0.200 0.158 1.161 0.034 0.20
H -1.821 -0.682 -0.854 -2.308 2.824 -2.538 0.19
H -0.463 -1.478 -0.572 1.140 -0.263 -0.262 0.20
C 2.520 0.458 -0.435 0.573 -1.508 -0.101 -0.61
C 1.750 0.724 -1.697 -0.823 3.107 0.797 -0.59
H 2.038 1.099 0.263 -0.386 -0.324 1.552 0.21
H 2.664 -0.666 -0.199 -0.850 1.880 0.056 0.20
H 3.520 0.836 -0.459 0.851 0.268 -0.401 0.20
H 2.085 0.152 -2.486 0.368 -1.302 -1.912 0.20
H 1.856 1.842 -1.998 -0.039 -1.785 0.439 0.19
H 0.677 0.613 -1.487 0.281 -0.336 -0.417 0.20
```
Positions in Å, forces in eV/Å.

gap between HOMO and LUMO = 12.05 eV
relative energy (zero: lowest compared OMol25 entry of this formula, charge and spin) = 149.0 kJ/mol
structure (SMILES) = CCC.CC

---

Here is 2 unconnected molecules or ions with the total composition C5H14 at a distorted geometry from OMol25. Energies are from wB97M-V/def2-TZVPD.

The geometry in XYZ format:
```
19
Properties=species:S:1:pos:R:3:forces:R:3:nbo_charge:R:1
C 1.939 -0.908 1.268 0.470 -0.584 1.433 -0.62
C 0.618 -1.198 0.544 0.165 0.322 0.249 -0.43
C 0.824 -2.219 -0.575 -1.133 -1.410 -0.263 -0.62
H 2.221 0.133 1.436 -0.210 0.053 -0.327 0.21
H 2.835 -1.458 0.937 -0.429 0.387 -0.648 0.20
H 1.845 -1.340 2.274 -0.028 0.282 0.079 0.20
H -0.136 -1.311 1.336 0.066 -1.214 -0.334 0.21
H 0.188 -0.328 0.113 0.277 1.047 -0.639 0.20
H 0.230 -3.148 -0.580 0.031 0.065 1.057 0.21
H 0.455 -1.914 -1.569 0.993 0.715 0.231 0.21
H 1.859 -2.561 -0.520 -0.138 0.189 -0.741 0.21
C -0.949 2.096 -0.961 -0.871 -0.966 0.527 -0.62
C -2.313 2.119 -0.259 -1.393 -0.240 -0.038 -0.61
H -0.539 1.103 -0.796 0.314 0.055 0.411 0.20
H -0.974 2.079 -2.071 -0.014 1.134 0.693 0.22
H -0.371 2.816 -0.373 0.542 0.090 -1.167 0.21
H -3.016 2.901 -0.551 0.529 0.625 -0.229 0.20
H -2.226 2.235 0.839 0.149 -0.338 -0.560 0.20
H -2.970 1.258 -0.479 0.679 -0.210 0.265 0.20
```
Positions in Å, forces in eV/Å.

gap between HOMO and LUMO = 11.76 eV
relative energy (zero: lowest compared OMol25 entry of this formula, charge and spin) = 118.8 kJ/mol
structure (SMILES) = CCC.CC

---

Here is 2 unconnected molecules or ions with the total composition C5H14 at a distorted geometry from OMol25. Energies are from wB97M-V/def2-TZVPD.

The geometry in XYZ format:
```
19
Properties=species:S:1:pos:R:3:forces:R:3:nbo_charge:R:1
C 0.056 -2.078 -0.668 -0.103 -1.469 -1.254 -0.66
C -1.267 -2.571 -1.247 1.403 -1.151 1.093 -0.60
H 0.501 -1.541 -1.539 0.447 0.534 1.654 0.25
H 0.065 -1.959 0.425 -0.250 1.763 0.052 0.26
H 0.680 -2.960 -0.512 0.637 -0.429 -0.670 0.26
H -0.974 -3.102 -2.155 -0.388 -0.128 -0.035 0.23
H -1.891 -1.777 -1.516 -1.273 1.097 -0.341 0.21
H -1.722 -3.249 -0.523 -0.392 0.062 -0.347 0.22
C 0.107 1.230 0.592 -0.177 1.579 0.466 -0.32
C 0.068 1.781 1.973 0.532 0.581 -0.856 -0.64
C 1.055 2.104 -0.409 -1.636 -1.133 -0.438 -0.50
H -0.902 1.035 0.226 0.037 -0.147 -0.220 0.26
H 0.575 0.226 0.585 0.812 -1.005 -0.907 0.37
H -0.403 2.764 1.905 -0.309 0.434 0.167 0.28
H -0.564 1.249 2.671 -0.199 -0.436 0.113 0.28
H 1.194 3.070 0.051 0.131 0.180 0.132 0.26
H 0.395 2.049 -1.320 -0.034 0.261 0.649 0.30
H 1.068 1.975 2.345 0.113 -0.170 0.277 0.24
H 1.958 1.755 -0.884 0.647 -0.423 0.464 0.28
```
Positions in Å, forces in eV/Å.

total charge = +1
gap between HOMO and LUMO (alpha / beta) = 12.44 / 4.34 eV
relative energy (zero: lowest compared OMol25 entry of this formula, charge and spin) = 102.7 kJ/mol
spin multiplicity = 2

---

Here is 2 unconnected molecules or ions with the total composition C5H14 at a distorted geometry from OMol25. Energies are from wB97M-V/def2-TZVPD.

The geometry in XYZ format:
```
19
Properties=species:S:1:pos:R:3:forces:R:3:nbo_charge:R:1
C -0.120 -2.778 -0.336 1.679 0.627 -0.257 -0.61
C 1.369 -2.788 -0.773 0.241 -1.487 -0.325 -0.63
H -0.543 -1.920 -0.829 -0.751 0.318 -0.028 0.17
H -0.602 -3.661 -0.713 -0.417 -0.301 0.232 0.23
H -0.183 -2.667 0.743 -0.379 -0.149 0.021 0.21
H 1.544 -3.657 -1.416 -0.194 0.171 -0.301 0.22
H 1.721 -1.944 -1.358 -0.120 0.339 0.173 0.19
H 2.087 -3.024 0.007 -0.088 0.513 0.487 0.22
C 0.092 1.890 0.492 -1.998 -0.350 -0.436 -0.40
C -0.832 2.772 1.259 0.644 0.528 0.359 -0.60
C -0.519 1.147 -0.612 -0.358 -0.699 0.192 -0.60
H 0.992 2.425 0.078 0.609 0.064 0.763 0.39
H 0.517 1.142 1.222 0.988 0.029 -0.305 0.38
H -0.293 3.480 1.885 -0.078 0.012 -0.027 0.26
H -1.507 0.663 -0.361 -0.021 0.260 -0.116 0.34
H -0.901 1.885 -1.345 -0.119 -0.037 -0.167 0.33
H 0.030 0.302 -1.027 0.354 0.312 0.000 0.28
H -1.671 3.286 0.773 0.041 -0.159 -0.267 0.29
H -1.361 2.050 1.931 -0.035 0.010 0.003 0.32
```
Positions in Å, forces in eV/Å.

total charge = +1
gap between HOMO and LUMO (alpha / beta) = 11.39 / 3.49 eV
relative energy (zero: lowest compared OMol25 entry of this formula, charge and spin) = 71.9 kJ/mol
spin multiplicity = 2

---

Here is 2 unconnected molecules or ions with the total composition C5H14 at a distorted geometry from OMol25. Energies are from wB97M-V/def2-TZVPD.

The geometry in XYZ format:
```
19
Properties=species:S:1:pos:R:3:forces:R:3:nbo_charge:R:1
C -0.117 0.048 -2.087 0.930 -0.606 0.627 -0.38
C 0.691 -1.229 -2.063 -0.917 -0.484 2.101 -0.60
C 0.829 1.152 -1.604 -0.391 0.860 0.649 -0.57
H -0.216 0.333 -3.282 -0.876 0.088 2.047 0.40
H -1.079 -0.040 -1.420 0.749 -0.170 -2.128 0.34
H 0.369 -1.808 -2.957 -0.099 -0.163 -0.301 0.36
H 1.127 1.809 -2.417 0.160 0.514 0.315 0.27
H 0.320 1.802 -0.751 0.055 -0.937 -1.575 0.34
H 0.406 -2.014 -1.278 -0.130 0.655 -0.804 0.32
H 1.759 -1.118 -1.907 0.042 0.136 -0.740 0.25
H 1.676 0.709 -1.107 0.465 0.105 -0.056 0.23
C -0.621 0.401 1.963 0.711 0.142 -1.445 -0.60
C -0.905 -0.323 3.287 2.816 1.941 -1.236 -0.60
H -1.181 0.000 1.100 -0.414 0.026 0.280 0.17
H -0.837 1.535 1.967 0.611 -1.793 0.204 0.22
H 0.459 0.145 1.599 -1.457 0.911 0.958 0.19
H -1.844 -0.284 3.672 -2.969 0.396 0.686 0.22
H -0.257 0.195 3.971 0.197 0.136 0.791 0.22
H -0.581 -1.313 3.312 0.518 -1.756 -0.372 0.21
```
Positions in Å, forces in eV/Å.

total charge = +1
gap between HOMO and LUMO (alpha / beta) = 11.54 / 3.81 eV
relative energy (zero: lowest compared OMol25 entry of this formula, charge and spin) = 157.7 kJ/mol
spin multiplicity = 2

---

Here is 2 unconnected molecules or ions with the total composition C5H14 at a distorted geometry from OMol25. Energies are from wB97M-V/def2-TZVPD.

The geometry in XYZ format:
```
19
Properties=species:S:1:pos:R:3:forces:R:3:nbo_charge:R:1
C 0.152 0.501 2.436 0.809 0.049 -2.188 -0.37
C 1.449 0.777 1.767 0.029 -0.501 0.913 -0.62
C -0.635 -0.586 1.851 -0.280 -1.171 0.073 -0.62
H -0.454 1.419 2.625 0.054 0.178 0.837 0.36
H 0.429 0.259 3.529 -0.543 0.235 0.392 0.44
H 1.900 -0.224 1.657 0.365 0.218 -0.328 0.28
H 1.430 1.165 0.728 -0.348 -0.105 -0.153 0.34
H -0.132 -1.255 1.153 0.319 0.413 -0.132 0.26
H 2.103 1.462 2.306 -0.120 0.104 0.075 0.27
H -1.506 -0.131 1.307 -0.066 0.086 0.207 0.35
H -1.154 -1.279 2.537 -0.232 0.493 0.232 0.30
C -0.747 -0.991 -2.888 0.153 0.965 2.326 -0.60
C -0.112 0.382 -2.575 -0.405 0.444 -1.796 -0.63
H -0.015 -1.683 -3.278 -0.324 -0.111 -0.811 0.22
H -1.085 -1.426 -1.936 0.094 -0.187 -0.099 0.18
H -1.676 -0.758 -3.397 0.227 -0.640 -0.781 0.22
H -0.805 1.025 -2.032 0.223 -0.103 0.522 0.20
H 0.922 0.439 -2.245 -0.088 -0.382 0.589 0.20
H -0.063 0.902 -3.545 0.130 0.014 0.124 0.22
```
Positions in Å, forces in eV/Å.

total charge = +1
gap between HOMO and LUMO (alpha / beta) = 10.97 / 3.17 eV
relative energy (zero: lowest compared OMol25 entry of this formula, charge and spin) = 67.3 kJ/mol
spin multiplicity = 2

---

Here is a molecular structure, C5H14AlNO2 at a distorted geometry from OMol25. Energies are from wB97M-V/def2-TZVPD.

The geometry in XYZ format:
```
23
Properties=species:S:1:pos:R:3:forces:R:3:nbo_charge:R:1
Al -0.023 -0.180 -2.809 0.249 -0.400 0.067 1.05
C -0.414 4.023 -2.177 -0.925 -3.395 -0.129 -0.40
O -0.728 2.629 -2.075 1.078 4.510 0.068 0.25
H -0.040 4.548 -1.299 0.301 -0.313 1.153 0.37
H 0.272 4.231 -2.998 0.583 -0.319 -0.782 0.36
H -1.364 4.504 -2.412 -1.196 0.305 -0.297 0.38
C -0.961 -2.879 1.506 -1.033 -1.908 0.253 -0.63
C -0.688 -1.748 0.580 0.244 2.544 -1.797 -0.08
C 0.340 -0.735 1.111 -0.221 -0.072 -0.696 -0.11
O 0.755 0.137 0.055 -0.405 0.268 -0.985 -0.59
C 1.477 1.254 0.649 -0.977 0.095 1.017 -0.27
N -0.131 -2.370 -0.704 0.291 -0.780 4.405 -0.40
H -0.360 -3.772 1.336 0.449 0.009 0.441 0.26
H -1.995 -3.219 1.461 -0.047 0.105 -0.211 0.29
H -0.823 -2.506 2.521 0.482 0.083 0.296 0.32
H -1.646 -1.329 0.272 -0.042 0.579 0.399 0.26
H 1.249 -1.190 1.504 0.026 -0.583 0.076 0.22
H -0.101 -0.209 1.958 -0.241 0.289 -0.085 0.25
H 0.694 1.884 1.072 0.062 -0.068 0.701 0.19
H 2.005 1.976 0.027 0.388 -1.048 -0.785 0.22
H 2.085 0.783 1.420 0.419 0.770 -0.009 0.23
H 0.826 -2.503 -0.408 1.658 0.434 -1.200 0.41
H -0.428 -3.328 -0.589 -1.142 -1.103 -1.900 0.43
```
Positions in Å, forces in eV/Å.

total charge = +3
gap between HOMO and LUMO (alpha / beta) = 4.97 / 4.17 eV
spin multiplicity = 2

---

Here is a molecular structure, C5H14BCuO6P at a distorted geometry from OMol25. Energies are from wB97M-V/def2-TZVPD.

The geometry in XYZ format:
```
28
Properties=species:S:1:pos:R:3:forces:R:3:nbo_charge:R:1
C 0.138 -2.326 -0.084 -0.133 1.673 0.093 -0.64
C -1.442 -2.089 -0.487 0.431 0.277 -0.394 -0.41
C -2.087 -1.135 0.723 -0.684 -2.015 1.655 -0.17
O -3.053 -0.170 0.177 3.278 0.637 0.691 -0.10
C -2.444 1.136 -0.115 0.200 1.233 -1.409 0.13
O -1.013 1.100 -0.454 -1.011 1.587 2.042 -0.76
P -0.120 2.155 0.650 1.363 1.256 5.715 2.33
O -0.156 1.577 2.131 -0.412 1.368 -6.256 -0.98
O -0.845 3.772 0.761 2.886 -3.635 -2.223 -0.89
O 1.485 2.367 0.007 -3.241 -2.360 1.401 -0.95
B 2.360 1.210 0.281 1.496 -1.534 1.854 1.20
C 3.057 0.368 -0.980 0.233 0.291 0.002 -1.02
O 2.732 0.728 1.656 -2.419 -0.322 -3.994 -0.87
H 0.699 -1.285 -0.139 -1.239 -2.089 0.203 0.23
H 0.260 -2.715 1.032 -0.149 0.366 -2.672 0.31
H 0.702 -3.025 -0.861 -0.992 0.581 1.424 0.12
H -2.023 -3.109 -0.549 1.044 2.249 0.090 0.28
H -1.565 -1.445 -1.483 0.362 -1.628 2.025 0.23
H -1.275 -0.682 1.434 -1.368 -0.078 -1.785 0.30
H -2.719 -1.892 1.395 0.928 1.809 -1.616 0.30
H -3.003 1.552 -1.084 0.823 -0.963 2.126 0.30
H -2.627 1.857 0.801 -0.151 -1.395 -1.289 0.32
H -0.232 4.354 0.216 -1.034 -0.440 0.713 0.53
H 3.229 1.130 -1.853 -0.165 -1.710 1.440 0.28
H 4.071 -0.133 -0.605 -2.239 1.178 -0.995 0.29
H 2.349 -0.500 -1.356 1.169 1.543 0.521 0.16
H 2.574 -0.276 1.596 0.911 2.106 0.387 0.49
Cu 0.947 -2.524 -2.813 0.112 0.013 0.251 0.99
```
Positions in Å, forces in eV/Å.

total charge = +2
gap between HOMO and LUMO (alpha / beta) = 7.00 / 4.53 eV
spin multiplicity = 2